(1)
This record from OMol25 describes a 2-piece molecular cluster, C4H10IN overall at a distorted geometry. The level of theory is ωB97M-V/def2-TZVPD.

As for the LUMO energy (alpha / beta): -0.01633 / 0.00763 Ha. The energy above the lowest of the compared OMol25 structures with the same formula, charge and spin comes out at 66.5 kcal/mol. The calculation puts the total energy at -13896.4152 eV. The calculation puts the largest force on an atom at 0.10981 Eh/bohr. As for the HOMO energy (alpha / beta): -7.438 / -8.280 eV. The frontier orbital gap (alpha / beta) comes out at 7.0 / 8.5 eV.

Geometry (Å):
C1 -2.16043 -0.05605 0.01646
C2 0.61253 1.19781 -0.64981
C3 -0.82357 -0.31505 0.74131
C4 0.12532 -0.18889 -0.34296
N1 2.37795 -1.36335 -0.17430
I1 3.73901 0.09701 0.34157
H1 -2.43992 -0.90793 -0.57109
H2 -2.81042 -0.26106 0.90363
H3 -2.19461 0.86824 -0.51153
H4 -0.13780 1.84945 -0.55014
H5 1.36059 1.45730 0.12848
H6 1.15831 1.24697 -1.70912
H7 -0.58235 0.43950 1.51390
H8 -0.80435 -1.30748 1.22220
H9 0.29448 -0.94114 -1.14211
H10 2.28526 -1.81534 0.78352

Atomic forces in eV per Å
-0.613 -1.887 3.022
4.137 -3.285 -1.994
0.652 -0.330 0.051
3.282 -0.340 -1.729
-0.710 0.419 1.535
-0.134 -0.274 -0.146
0.288 -0.253 -0.964
-0.562 1.381 -0.888
-0.462 0.635 -0.015
-2.952 2.790 0.082
-0.090 0.033 -0.361
-1.315 0.064 2.398
-0.443 -0.245 -0.299
-0.198 0.351 -0.286
-0.743 0.485 0.874
-0.138 0.456 -1.280

(2)
This record from OMol25 describes a single C5H9NO molecule at a distorted geometry. The level of theory is ωB97M-V/def2-TZVPD.

As for the LUMO energy: 0.00796 Ha. The energy above the lowest of the compared OMol25 structures with the same formula, charge and spin comes out at 102.6 kcal/mol. The calculation puts the total energy at -8864.7651 eV. The calculation puts the largest force on an atom at 0.04358 Eh/bohr. As for the HOMO energy: -8.035 eV. The frontier orbital gap comes out at 8.3 eV.

Geometry (Å):
C1 -0.41767 0.61813 0.11281
C2 -1.52829 -0.34110 -0.22094
C3 0.33080 1.21655 -1.05415
C4 1.13338 -1.03643 0.57941
C5 0.64484 -0.02989 1.48144
N1 1.26691 -1.79747 -0.33734
O1 0.01708 -0.67989 2.38313
H1 -0.77928 1.39058 0.79140
H2 1.91409 -2.57762 -0.35601
H3 1.34419 0.81015 1.62665
H4 -0.33328 1.88245 -1.61340
H5 -2.35544 0.19896 -0.69070
H6 -1.20193 -1.11268 -0.92165
H7 -1.89868 -0.81194 0.69143
H8 1.18075 1.82031 -0.72567
H9 0.68254 0.44989 -1.74643

Atomic forces in eV per Å
0.474 -0.166 0.777
0.045 0.019 0.030
-0.043 0.039 0.101
0.831 0.379 -2.046
-0.211 -1.310 -1.145
-0.111 0.293 1.322
-0.714 0.668 0.996
-0.086 0.067 -0.046
-0.144 0.032 -0.150
-0.182 0.127 0.133
0.018 -0.054 0.000
0.039 -0.015 0.023
0.013 -0.008 0.008
0.035 -0.004 -0.010
0.015 -0.053 -0.005
0.022 -0.017 0.012

(3)
This record from OMol25 describes C48H37As2Br4MoN4O2 as an isolated structure at a distorted geometry. The level of theory is ωB97M-V/def2-TZVPD.

As for the LUMO energy (alpha / beta): -0.15781 / -0.15569 Ha. The calculation puts the total energy at -464129.4012 eV. The calculation puts the largest force on an atom at 0.04900 Eh/bohr. As for the HOMO energy (alpha / beta): -9.866 / -10.051 eV. Its spin multiplicity is 3. The frontier orbital gap (alpha / beta) comes out at 5.6 / 5.8 eV. Its total charge is +1.

Geometry (Å):
Mo1 -0.49913 -0.38841 0.51188
Br1 0.68880 -3.10740 6.88787
C1 -0.08044 -2.63754 5.22936
C2 -1.34464 -3.12017 4.88238
Br2 -2.29960 -4.22022 6.07613
C3 -1.90315 -2.79302 3.64775
Br3 -3.57982 -3.46329 3.09099
C4 -1.21187 -1.96274 2.77410
O1 -1.58438 -1.56435 1.59512
C5 0.07092 -1.45738 3.12914
O2 0.61375 -0.70220 2.22783
C6 0.62934 -1.82009 4.35102
Br4 2.35064 -1.16919 4.75186
N1 3.07701 8.45043 4.15319
C7 2.53497 7.48305 3.86554
C8 1.90755 6.27728 3.46547
C9 1.04057 6.27788 2.37179
C10 0.51175 5.08483 1.92439
C11 0.84864 3.88755 2.55047
C12 1.67561 3.89517 3.66742
C13 2.20142 5.08637 4.13008
C14 0.39081 2.62570 1.92671
C15 -0.91596 2.21255 2.13198
C16 -1.88429 2.81657 2.97418
C17 -3.04906 2.10078 2.80939
C18 -2.76441 1.08415 1.88987
N2 -1.49197 1.13111 1.47907
C19 1.31884 2.02571 1.06285
C20 2.61663 2.50790 0.80386
C21 3.17314 1.66931 -0.14883
C22 2.20928 0.71552 -0.43750
N3 1.07721 0.90367 0.28112
H1 0.80844 7.20640 1.87091
H2 -0.14022 5.06816 1.06408
H3 1.92058 2.96760 4.16123
H4 2.85913 5.10247 4.98600
H5 -1.70977 3.65257 3.62341
H6 -3.99164 2.28169 3.28647
H7 -3.44206 0.32237 1.53147
H8 3.06821 3.36527 1.26314
H9 4.15404 1.73043 -0.57757
H10 2.32345 -0.11401 -1.12096
C23 0.20623 -0.69490 -3.07290
C24 0.12553 -2.15140 -2.65457
As1 0.53317 -2.40880 -0.72219
C25 2.49117 -2.47358 -0.61137
C26 3.04254 -2.19017 0.63798
C27 4.41207 -2.21997 0.83068
C28 5.24470 -2.50542 -0.23813
C29 4.70832 -2.77607 -1.48533
C30 3.33539 -2.78159 -1.67377
C31 0.25787 -4.36311 -0.76417
C32 1.18371 -5.21018 -0.15784
C33 1.10735 -6.58195 -0.33501
C34 0.10410 -7.13100 -1.11676
C35 -0.83625 -6.30125 -1.70209
C36 -0.76606 -4.93119 -1.51847
As2 -0.93614 0.39600 -1.88156
C37 -2.72922 0.29783 -2.67712
C38 -3.76223 0.77138 -1.86684
C39 -5.06157 0.83165 -2.33550
C40 -5.34790 0.38925 -3.61753
C41 -4.33269 -0.09410 -4.42655
C42 -3.02501 -0.12977 -3.96571
C43 -0.46062 2.16289 -2.56901
C44 0.83650 2.44333 -2.98698
C45 1.13826 3.66139 -3.56921
C46 0.15023 4.61707 -3.73240
C47 -1.13766 4.36028 -3.28924
C48 -1.44097 3.14293 -2.70518
H11 -0.09200 -0.54256 -4.12066
H12 1.23834 -0.33871 -2.98470
H13 0.77898 -2.79192 -3.26264
H14 -0.90402 -2.50787 -2.78987
H15 2.39143 -1.92358 1.46711
H16 4.82196 -2.00154 1.80503
H17 6.31329 -2.52576 -0.09680
H18 5.36141 -2.97591 -2.32036
H19 2.93519 -3.02653 -2.65339
H20 1.98299 -4.78694 0.44306
H21 1.84684 -7.22136 0.12266
H22 0.05425 -8.19766 -1.26973
H23 -1.61795 -6.71966 -2.31921
H24 -1.51544 -4.30611 -1.98909
H25 -3.51636 1.10390 -0.85862
H26 -5.85236 1.21823 -1.70874
H27 -6.36119 0.42426 -3.98813
H28 -4.55648 -0.43799 -5.42422
H29 -2.23713 -0.47762 -4.62426
H30 1.62238 1.70945 -2.85934
H31 2.14475 3.85340 -3.90864
H32 0.38573 5.55891 -4.20260
H33 -1.91031 5.10314 -3.41282
H34 -2.45124 2.93800 -2.36420
N4 -2.76951 -2.01034 -0.67532
H35 -2.62936 -2.93637 -0.26585
H36 -3.20015 -2.14486 -1.58784
H37 -3.48321 -1.57803 -0.08871

Atomic forces in eV per Å
-0.315 -1.157 1.359
-0.043 0.067 -0.140
-0.046 -0.145 0.141
0.093 -0.050 0.175
-0.006 0.033 -0.089
-0.128 0.113 -0.401
0.105 0.144 -0.097
1.276 -0.285 2.154
-0.810 -0.117 -1.215
-1.374 -1.249 1.062
0.666 0.985 -1.463
0.107 0.170 -0.128
-0.012 0.074 -0.120
0.135 0.332 0.138
0.182 0.383 0.134
-0.339 -0.699 -0.229
0.123 0.038 0.141
-0.005 -0.111 0.052
0.020 0.300 0.195
-0.090 -0.075 -0.075
-0.013 0.189 -0.087
-0.152 -0.141 -0.189
0.324 0.333 0.081
0.008 -0.293 -0.230
0.086 0.236 0.058
0.004 -0.106 -0.083
-0.751 0.669 0.310
0.002 0.413 0.280
-0.375 -0.335 -0.103
-0.091 0.010 0.031
0.177 -0.263 -0.114
0.556 0.133 -0.219
-0.001 0.034 -0.010
-0.064 0.007 -0.107
0.042 -0.136 0.043
0.037 -0.009 0.047
0.023 0.182 0.064
-0.189 -0.031 0.081
0.056 -0.053 0.056
0.055 0.155 0.063
0.152 -0.013 -0.115
-0.090 0.112 0.118
0.002 -0.054 0.058
-0.021 -0.084 -0.004
1.037 -1.490 -1.409
-0.142 0.179 0.154
-0.425 0.041 0.171
0.015 -0.021 -0.079
0.067 -0.009 0.084
-0.018 -0.008 -0.110
-0.350 0.047 -0.157
-0.207 -0.042 0.277
0.119 0.417 0.168
-0.013 -0.009 -0.009
0.022 0.054 0.032
-0.043 -0.073 -0.025
-0.114 0.377 0.008
-0.182 0.774 -2.314
0.000 -0.018 0.421
0.378 -0.017 0.251
-0.088 -0.001 0.016
-0.007 -0.022 -0.052
-0.029 0.016 0.020
0.482 -0.036 0.069
0.036 0.140 0.263
0.011 -0.331 0.148
0.029 0.031 -0.034
-0.006 0.005 0.027
0.030 0.042 -0.007
-0.172 -0.302 0.192
-0.001 0.022 0.351
-0.248 0.095 0.013
-0.154 0.126 0.239
0.269 -0.029 0.077
0.118 0.001 -0.069
0.026 -0.003 0.091
0.149 0.034 -0.008
0.065 -0.101 -0.082
0.021 0.041 0.072
-0.037 -0.125 -0.074
0.047 -0.033 0.079
0.006 -0.103 -0.008
-0.082 -0.010 0.000
0.005 -0.047 -0.029
-0.193 0.020 -0.085
-0.016 0.016 0.065
-0.075 0.002 -0.024
-0.006 -0.023 -0.113
-0.051 -0.031 0.003
0.003 0.087 -0.064
0.090 0.041 -0.010
0.005 0.107 -0.043
-0.082 0.075 0.016
0.078 0.132 -0.123
0.013 -0.026 0.053
0.105 0.229 0.015
0.053 0.097 0.017
0.150 -0.043 -0.088

Q: What is the formula in the third record?
A: C48H37As2Br4MoN4O2

Please write out number 1 again, unchanged.
This record from OMol25 describes a 2-piece molecular cluster, C4H10IN overall at a distorted geometry. The level of theory is ωB97M-V/def2-TZVPD.

As for the LUMO energy (alpha / beta): -0.01633 / 0.00763 Ha. The energy above the lowest of the compared OMol25 structures with the same formula, charge and spin comes out at 66.5 kcal/mol. The calculation puts the total energy at -13896.4152 eV. The calculation puts the largest force on an atom at 0.10981 Eh/bohr. As for the HOMO energy (alpha / beta): -7.438 / -8.280 eV. The frontier orbital gap (alpha / beta) comes out at 7.0 / 8.5 eV.

Geometry (Å):
C1 -2.16043 -0.05605 0.01646
C2 0.61253 1.19781 -0.64981
C3 -0.82357 -0.31505 0.74131
C4 0.12532 -0.18889 -0.34296
N1 2.37795 -1.36335 -0.17430
I1 3.73901 0.09701 0.34157
H1 -2.43992 -0.90793 -0.57109
H2 -2.81042 -0.26106 0.90363
H3 -2.19461 0.86824 -0.51153
H4 -0.13780 1.84945 -0.55014
H5 1.36059 1.45730 0.12848
H6 1.15831 1.24697 -1.70912
H7 -0.58235 0.43950 1.51390
H8 -0.80435 -1.30748 1.22220
H9 0.29448 -0.94114 -1.14211
H10 2.28526 -1.81534 0.78352

Atomic forces in eV per Å
-0.613 -1.887 3.022
4.137 -3.285 -1.994
0.652 -0.330 0.051
3.282 -0.340 -1.729
-0.710 0.419 1.535
-0.134 -0.274 -0.146
0.288 -0.253 -0.964
-0.562 1.381 -0.888
-0.462 0.635 -0.015
-2.952 2.790 0.082
-0.090 0.033 -0.361
-1.315 0.064 2.398
-0.443 -0.245 -0.299
-0.198 0.351 -0.286
-0.743 0.485 0.874
-0.138 0.456 -1.280

Q: What is the formula in the third record?
A: C48H37As2Br4MoN4O2